[1]
Density functional theory data (wB97M-V/def2-TZVPD) for a molecular structure, C5H11NO2 in a non-equilibrium geometry.

Element x y z (Å)
H  -2.73808  -0.08111  -0.54760
H  2.50884  -0.63704  1.05552
C  2.22752  0.17372  0.37712
H  3.14188  0.75391  0.23544
N  1.14380  1.06397  0.86054
H  2.17518  -0.89010  -1.64403
H  -1.20804  1.04110  0.49521
H  -0.43812  -0.47379  -1.53082
O  -2.05471  -0.75411  1.01417
H  1.62215  0.62539  -1.57465
H  1.19882  1.22700  1.86061
H  -0.05041  -1.55948  -0.25032
C  -0.03848  0.41902  0.50831
O  -2.98788  -0.13367  -1.50732
H  -3.77582  -0.68876  -1.46180
C  0.13146  -0.54139  -0.60884
C  1.62378  -0.26620  -0.93603
H  -1.27663  0.58129  2.32611
C  -1.20529  0.14027  1.32839

Forces on atoms 1 to 3 (eV/Å):
-0.171 -0.523 -0.845
-0.538 -0.126 0.118
0.703 0.541 -0.583

Properties
**Spin multiplicity**: 1
**Frontier orbital gap**: 0.3455 Eh
**ΔE to the lowest compared entry with this formula, charge and spin**: 361.6 kJ/mol

Löwdin population analysis, charges in e, atoms 1 to 4: 0.0002 0.1197 -0.1843 0.1137

***

[2]
Density functional theory data (wB97M-V/def2-TZVPD) for a molecular structure, C12H22Br2INO2PS in a non-equilibrium geometry.

Element x y z (Å)
N  -0.32896  -0.33330  1.28232
H  2.37305  -3.46356  0.89472
H  -2.18643  0.56495  -1.32919
C  -3.38153  0.61274  1.09617
H  4.28459  -2.21455  0.78928
C  -0.46117  -0.29877  -0.21567
H  -2.63928  1.43323  0.81806
C  1.07166  -0.76077  1.53229
C  -6.37776  1.75315  -2.75912
H  3.21098  0.34733  -1.25713
H  -1.97292  -1.18923  -1.71774
C  -3.07456  -0.70922  0.22619
C  4.12295  0.29026  2.24187
I  0.83125  -0.45566  -2.87993
H  5.04233  -0.21631  0.22395
Br  -0.01677  -3.02431  -0.66960
C  1.95660  -0.79338  0.19100
H  3.86317  -0.81230  2.40857
H  -2.73523  -1.57556  0.86697
P  3.00771  -2.40453  0.14385
Br  -4.67808  -1.26318  -0.85084
C  2.90615  0.43525  -0.15741
H  3.22928  0.87498  2.61255
O  -6.16049  3.06954  -2.77947
C  2.20334  1.87179  -0.02196
H  4.71968  1.54093  0.51690
C  4.26921  0.49933  0.67079
S  3.43606  -2.93836  -1.70130
H  5.06760  0.47427  2.83387
H  -4.45681  0.96032  0.97748
H  3.02063  2.63556  -0.26199
H  -0.80470  -1.18593  1.63989
H  -7.43208  1.41275  -2.61158
H  -5.85337  1.16439  -1.97029
O  1.35855  -1.06655  2.69368
H  -0.23028  0.80563  -0.41394
H  1.45671  1.96120  -0.87474
H  -6.09718  1.17610  -3.67455
H  1.76403  2.08015  0.99704
C  0.75696  -1.16751  -0.83121
H  -3.15366  0.35309  2.18412
C  -1.91124  -0.44396  -0.86390

Forces on atoms 1 to 3 (eV/Å):
1.886 -2.752 -1.340
0.247 1.050 -0.115
0.464 -1.411 0.533

Properties
**Spin multiplicity**: 1
**Frontier orbital gap**: 0.1115 Eh
**Net charge**: -1

Löwdin population analysis, charges in e, atoms 1 to 4: 0.0861 -0.0144 0.1269 -0.1296

***

[3]
Density functional theory data (wB97M-V/def2-TZVPD) for 2 unconnected molecules or ions with the total composition C4H12S in a non-equilibrium geometry.

Element x y z (Å)
S  0.46460  0.68444  -2.11289
H  -0.24826  -1.96377  3.99684
H  -1.21690  -0.49420  -0.89490
H  -0.34316  1.44476  0.06003
H  1.38841  0.91330  0.08035
H  0.10799  -0.34359  4.26312
C  0.08694  -1.06588  3.45180
H  -0.86976  0.34076  2.13063
H  -1.96725  -0.73750  2.83750
C  -0.96707  -0.71792  2.39156
H  0.95843  2.43311  -0.52414
C  -0.52898  -0.75955  -1.70405
H  0.01686  -1.64575  -1.37470
H  -0.98081  -1.33442  1.49374
H  1.01930  -1.29274  2.95119
H  -1.21137  -1.00082  -2.52404
C  0.59957  1.39840  -0.46053

Forces on atoms 1 to 3 (eV/Å):
-0.126 0.111 -0.069
0.260 -0.149 -0.322
0.215 0.009 0.056

Properties
**Spin multiplicity**: 2
**Frontier orbital gap (alpha / beta)**: 0.0734 / 0.3112 Eh
**ΔE to the lowest compared entry with this formula, charge and spin**: 34.2 kJ/mol
**Net charge**: -1

Löwdin population analysis, charges in e, atoms 1 to 4: 0.4721 0.0441 0.0079 -0.0116

***

[4]
Density functional theory data (wB97M-V/def2-TZVPD) for a molecular structure, C27H39GeHfN6O5S2 in a non-equilibrium geometry.

Element x y z (Å)
C  -5.02102  -0.67087  -2.52637
N  3.32401  -1.54987  0.52586
N  1.28891  -2.77420  -0.96316
H  3.95166  0.43433  0.79384
C  0.51334  -2.54001  3.25343
C  -4.12880  0.92957  -0.95217
C  -2.76909  2.73235  3.06555
C  -1.38103  3.92456  -2.44283
H  1.93484  -2.48151  -1.68880
H  3.80366  0.36075  3.28880
H  -0.46215  -0.04380  0.84310
H  2.12224  -1.73852  4.42208
H  3.55887  -2.50508  0.87559
H  2.14771  -3.58501  2.39067
C  -2.35423  -3.93396  -2.37366
H  0.63656  5.27278  -4.81873
S  4.71186  -3.84780  -1.16303
C  -2.64816  -0.24179  -2.44521
H  -1.64036  -0.44231  -2.81174
Hf  1.19256  -1.39680  0.72983
H  -2.68681  4.61416  4.09986
H  -5.86665  -1.19663  -2.95443
H  -1.51769  5.68546  -3.66541
N  0.01546  -3.11328  -1.48366
H  3.75349  -1.39902  3.20366
H  -0.42280  -2.19211  2.86278
H  -3.23114  2.20625  3.89105
O  5.68349  -3.18038  -0.30128
H  1.00475  2.49947  1.27666
C  -3.73402  -0.91119  -3.00392
H  1.65969  1.48977  3.48397
C  -0.00197  0.28822  -0.14764
C  -0.92851  4.81137  -3.41559
S  3.33879  -4.78045  0.11976
C  0.28204  4.57783  -4.06701
C  1.03167  3.45045  -3.75240
C  -2.82993  0.69419  -1.41312
H  -0.01744  -3.70180  -2.28979
H  -2.33417  4.10912  -1.94990
H  0.66825  -0.74576  4.43127
O  -2.22005  -3.34430  -1.07551
O  5.25539  -4.84335  -2.05226
H  1.16950  1.68223  -2.54160
H  -3.40169  -4.18388  -2.47631
H  -1.60919  5.80194  2.21059
H  -2.70088  0.98626  1.81839
C  4.04223  -0.51892  1.30489
H  2.66954  1.96495  1.30684
N  1.39641  0.70240  0.16972
Ge  -1.25511  1.60624  -0.69178
H  0.29901  -3.25923  4.08987
N  1.26399  -3.14408  2.11318
H  1.96447  3.25621  -4.27020
H  -6.21777  0.43606  -1.12528
H  0.24019  0.77269  2.71273
H  -1.06691  4.59798  0.12981
H  0.71427  -3.88794  1.66930
H  1.83779  -3.64079  -0.53895
C  1.32344  0.88026  2.63943
C  3.42092  -0.48301  2.71106
H  -4.29545  1.65118  -0.15795
O  -0.94894  -2.41507  0.45481
C  0.58008  2.56956  -2.77139
H  1.86620  1.02739  -0.65747
C  -1.85339  4.75009  2.12087
C  -5.21714  0.24798  -1.50025
H  -1.76400  -4.84655  -2.46059
C  -1.55491  4.06560  0.94322
H  -2.07597  -3.22537  -3.15414
C  -2.46250  4.08377  3.18193
H  5.10271  -0.75000  1.38779
C  -1.87186  2.70891  0.79877
C  -0.62650  2.79856  -2.09356
O  3.90755  -2.81796  -1.89648
C  -1.04590  -2.93862  -0.66113
C  1.31696  -1.34732  3.79130
N  1.91503  -0.49517  2.68331
H  -3.58192  -1.61988  -3.81428
C  1.63665  1.62019  1.31995
C  -2.47165  2.05020  1.88730
H  3.67154  -1.60773  -0.43384

Forces on atoms 1 to 3 (eV/Å):
0.143 0.105 0.084
1.894 -0.078 0.746
-0.196 -1.652 -0.278

Properties
**Spin multiplicity**: 1
**Frontier orbital gap (alpha / beta)**: 0.0984 / 0.0981 Eh
**ΔE to the lowest compared entry with this formula, charge and spin**: 221.2 kJ/mol
**Net charge**: -1

Löwdin population analysis, charges in e, atoms 1 to 4: -0.0996 -0.1157 -0.1060 0.0897

***

[5]
Density functional theory data (wB97M-V/def2-TZVPD) for a molecular structure, C21H24O6RhSSbSe in a non-equilibrium geometry.

Element x y z (Å)
H  1.05972  3.20152  -0.18114
O  4.99203  -0.39122  1.90606
C  4.18537  -1.51169  2.26498
C  -1.53681  -3.82766  -1.35754
O  0.08413  -2.11254  -1.87428
H  -1.28981  2.71822  -2.83447
C  -2.17081  3.22005  -0.93007
H  1.83019  1.54266  1.54482
H  -1.47515  -5.51679  -2.62886
C  4.44240  1.43037  0.30508
H  5.19455  2.12163  0.66283
C  -1.98747  0.83304  3.01407
H  0.84079  2.34332  2.76676
H  3.50701  -1.21359  3.07757
C  0.48278  3.03854  0.73132
H  0.01444  3.98578  1.00835
C  -0.25416  -3.34537  -1.99702
C  1.69168  1.33257  -2.33695
C  -3.14805  -5.64872  -1.28256
H  3.67584  2.69395  -1.26871
O  0.49827  0.90562  -2.32400
H  -3.35649  1.60802  1.52525
H  -2.69841  0.87629  3.84583
H  1.74414  -1.12104  -0.98741
H  2.21873  3.18211  2.05040
H  -2.34581  2.85375  2.26719
H  -0.99385  1.03459  3.42235
Sb  -1.11564  1.72925  0.16859
C  -2.35612  1.82093  1.90737
C  -2.20107  -3.18334  -0.30621
C  2.46688  -0.40019  -0.61903
C  -3.79799  -5.02075  -0.22345
H  -1.98200  -0.18835  2.63459
C  -1.45801  3.60334  -2.22143
C  -3.32947  -3.81165  0.24764
H  -2.31242  4.08469  -0.26706
Se  -2.94753  0.10477  -2.00323
H  -3.84862  -3.30005  1.04916
H  -3.51042  -6.59217  -1.67519
H  -3.13366  2.76507  -1.14753
H  4.82684  -2.33942  2.56048
Rh  -0.72999  -0.40500  -1.07513
H  -2.05512  4.31704  -2.79879
H  -4.68220  -5.46426  0.22276
C  -2.02809  -5.04836  -1.82560
O  2.17241  2.13628  -3.14509
S  -1.75941  -1.66105  0.45316
O  3.43012  -1.87627  1.13127
H  -0.48108  4.06078  -2.03709
C  3.31884  -0.69393  0.41751
C  1.39089  2.49973  1.83522
O  0.44290  -4.17341  -2.58643
C  4.27141  0.19468  0.87891
C  3.59177  1.74379  -0.75806
C  2.61152  0.86444  -1.20716

Forces on atoms 1 to 3 (eV/Å):
-0.025 0.042 -0.016
0.002 -0.023 0.026
0.005 0.027 -0.042

Properties
**Spin multiplicity**: 1
**Frontier orbital gap**: 0.1820 Eh
**ΔE to the lowest compared entry with this formula, charge and spin**: 3.0 kJ/mol
**Net charge**: -2

Löwdin population analysis, charges in e, atoms 1 to 4: 0.0394 0.0020 -0.1762 -0.1441

***

[6]
Density functional theory data (wB97M-V/def2-TZVPD) for 2 unconnected molecules or ions with the total composition C3H10N2O.

Element x y z (Å)
H  2.59221  -1.29264  1.96971
C  -1.56953  0.42232  -0.32164
N  2.14566  -0.59022  1.38772
C  -2.94368  1.02510  -0.07257
H  0.70940  -0.62731  -0.64031
O  3.79580  -1.10601  -0.20875
H  1.95082  -0.92407  -1.81993
H  -3.61909  0.29215  0.37502
N  1.67759  -0.73161  -0.87274
H  -1.11381  0.07458  0.60363
H  -3.40422  1.37755  -1.00111
H  -2.89651  1.87171  0.60987
H  -1.64852  -0.41950  -1.01845
C  2.64796  -0.82491  0.05349
H  2.56845  0.28171  1.69522
H  -0.89253  1.17115  -0.73916

Forces on atoms 1 to 3 (eV/Å):
0.009 -0.020 0.064
-0.011 0.122 -0.124
0.240 0.005 -0.036

Properties
**Spin multiplicity**: 1
**Frontier orbital gap**: 0.3904 Eh
**ΔE to the lowest compared entry with this formula, charge and spin**: 0.0 kJ/mol
**SMILES string**: NC(N)=O.CC

Löwdin population analysis, charges in e, atoms 1 to 4: 0.0803 -0.1965 0.0913 -0.1721

***

no.,electronic energy (Ha)
1,-402.24040
2,-6860.82287
3,-557.70861
4,-4678.26338
5,-4416.55607
6,-305.07465